{
  "formula": "C2H7N2P2",
  "method": "ωB97M-V/def2-TZVPD",
  "largest_force_ev_per_a": 5.87,
  "energy_ha": -872.3284,
  "e_homo_ev": -14.15,
  "total_charge": 1,
  "relative_energy_ev": 0.5413,
  "lumo_energy_ev": -4.69,
  "elements": ["H", "P", "C", "H", "P", "H", "H", "C", "N", "H", "N", "H", "H"],
  "positions_angstrom": [[1.659, 1.986, 0.109], [0.022, 0.597, 0.532], [-0.331, -1.181, 0.147], [-1.653, 1.759, -0.854], [-1.541, 0.118, 2.131], [2.303, 0.391, 0.838], [0.068, 1.928, -1.428], [-1.363, -1.308, 1.251], [-0.606, 1.687, -0.672], [-0.998, -1.044, -0.783], [1.677, 0.880, 0.271], [0.377, -1.945, 0.236], [-2.031, -2.284, 1.401]],
  "forces_ev_per_angstrom": [[1.4, -3.1, 1.0], [-0.4, -0.2, -2.6], [-3.2, 1.9, -0.5], [2.2, -0.1, 0.3], [0.3, 0.0, 0.0], [1.6, -0.2, 1.1], [-1.2, -0.4, 0.6], [-1.2, -1.0, 0.6], [0.1, -1.2, 1.2], [1.6, -1.1, 0.6], [-4.1, 4.0, -1.2], [1.3, -1.0, -0.8], [1.6, 2.3, -0.3]],
  "mulliken_charge": [0.315, 0.624, -0.512, 0.271, 0.017, 0.270, 0.273, -0.097, -0.578, 0.258, -0.585, 0.404, 0.338]
}

{
  "formula": "C24H39FNO9",
  "method": "ωB97M-V/def2-TZVPD",
  "largest_force_ev_per_a": 2.54,
  "energy_ha": -1769.5054,
  "e_homo_ev": -11.53,
  "total_charge": 1,
  "lumo_energy_ev": -2.16,
  "elements": ["C", "C", "C", "H", "C", "H", "C", "C", "H", "H", "H", "C", "C", "H", "C", "O", "O", "C", "C", "H", "O", "C", "C", "O", "H", "H", "O", "H", "C", "H", "H", "H", "H", "H", "C", "H", "O", "H", "H", "H", "C", "C", "H", "H", "H", "H", "N", "C", "H", "H", "H", "H", "H", "H", "H", "H", "O", "H", "C", "H", "O", "C", "C", "C", "C", "H", "F", "H", "H", "H", "H", "H", "O", "C"],
  "positions_angstrom": [[1.385, -5.347, 0.681], [3.972, 0.802, -1.579], [-2.757, 2.605, 1.435], [-0.918, -7.175, 6.747], [0.297, -6.501, 5.132], [1.582, -1.625, -3.742], [0.514, -3.586, 1.995], [1.034, -8.155, 6.658], [-1.868, 5.704, -2.392], [2.172, 0.764, -0.513], [0.150, -1.145, -2.714], [0.684, -3.182, 0.551], [1.361, 0.445, -3.658], [-3.327, 1.982, 0.743], [-3.357, 3.993, 1.595], [-0.007, -5.445, 4.647], [0.369, -2.125, 0.044], [0.288, 1.929, -1.889], [-1.406, 4.026, 0.257], [-4.094, 7.884, -4.746], [-4.793, 8.734, -2.097], [0.982, -8.684, 5.234], [-2.333, 6.502, -2.968], [-2.962, 7.430, -2.069], [0.384, 2.320, -0.886], [0.268, 4.073, -2.498], [1.216, -4.178, -0.164], [2.211, 2.232, -2.791], [-2.722, 4.747, 0.431], [-4.445, 3.994, 1.585], [-5.420, 6.921, -4.036], [-2.657, 2.079, 2.381], [0.129, -9.344, 5.065], [4.657, -1.145, -0.921], [2.468, 0.494, -1.527], [0.469, 0.656, -4.232], [-0.817, 2.948, -3.723], [5.882, -0.069, -1.533], [2.051, -7.846, 6.902], [4.847, -0.867, -2.680], [-0.121, 3.087, -2.783], [1.159, -0.937, -3.022], [0.817, -2.782, 2.660], [2.442, -4.479, 2.338], [-3.030, 4.433, 2.538], [-0.532, -3.844, 2.169], [2.019, -0.899, -1.781], [-3.450, 5.991, -3.865], [-3.096, 5.638, -4.831], [-0.452, 1.129, -1.914], [-2.562, 5.797, 0.659], [0.444, -6.135, 7.249], [-1.559, 7.029, -3.530], [-3.301, 4.646, -0.489], [1.310, -1.048, -1.041], [1.892, -9.204, 4.946], [-0.449, 4.411, -0.362], [0.539, -6.014, 0.513], [-4.123, 7.891, -2.613], [0.720, -8.887, 7.399], [0.821, -7.514, 4.405], [0.131, -6.927, 6.575], [-4.375, 7.203, -3.942], [1.613, 1.396, -2.442], [1.426, -4.801, 2.095], [1.116, -5.518, 2.838], [4.286, 1.445, -0.415], [-3.970, 5.165, -3.376], [4.167, 1.478, -2.406], [2.300, -5.863, 0.401], [2.653, -1.680, -1.615], [2.259, 0.530, -4.259], [-1.445, 2.825, 0.873], [4.866, -0.410, -1.694]],
  "forces_ev_per_angstrom": [[0.1, -0.3, 0.3], [-0.1, -1.1, -0.8], [-0.3, -0.1, 0.2], [0.0, 0.1, 0.0], [-0.4, 0.2, 0.2], [-0.4, -0.8, 0.3], [0.4, -0.2, 0.0], [0.0, 0.0, 0.1], [0.1, 0.1, 0.1], [0.2, -0.4, 0.2], [-0.3, -0.2, -0.1], [-0.4, -0.1, 0.3], [-0.2, 0.4, 1.3], [0.0, 0.0, 0.0], [-0.1, 0.1, 0.0], [0.1, -0.2, 0.0], [0.2, 0.2, -0.2], [0.5, -0.1, 0.0], [-0.2, 0.4, -0.3], [-0.1, 0.1, 0.0], [0.2, -0.1, 0.2], [0.1, -0.3, 0.2], [0.1, -0.2, -0.1], [-0.1, -0.1, 0.0], [0.1, -0.1, 0.3], [0.3, 0.1, 0.0], [0.0, 0.3, -0.1], [0.2, 0.2, 0.2], [-0.1, -0.1, 0.5], [0.0, -0.1, 0.0], [-0.1, 0.3, -0.1], [0.2, -0.1, -0.1], [0.0, 0.0, 0.0], [-0.1, -0.2, 0.1], [0.0, 1.7, 0.7], [0.0, 0.5, -0.3], [-1.5, -0.2, -2.0], [0.2, 0.0, 0.0], [0.0, 0.0, 0.0], [-0.2, -0.1, -0.1], [0.9, -0.1, 1.8], [1.8, 0.7, -1.2], [-0.3, 0.1, 0.0], [0.0, 0.0, 0.0], [0.0, 0.0, 0.0], [0.0, 0.1, 0.0], [-1.7, 0.1, 0.9], [-0.1, 0.0, -0.2], [0.1, 0.0, 0.0], [-0.3, 0.1, 0.0], [0.0, 0.1, -0.3], [-0.2, 0.1, 0.0], [0.0, 0.0, 0.0], [0.0, 0.1, 0.0], [0.2, -0.6, 0.2], [0.0, 0.1, -0.2], [0.0, -0.2, 0.3], [0.0, 0.1, -0.1], [-0.2, 0.4, -0.2], [0.0, 0.0, -0.1], [0.0, 0.1, 0.0], [0.5, -0.3, 0.0], [0.2, -0.5, 0.2], [-0.4, -0.8, -1.1], [0.2, 0.1, -0.2], [-0.1, -0.1, 0.0], [0.1, 0.5, 0.5], [0.0, 0.0, 0.0], [0.1, 0.2, -0.1], [0.0, 0.1, -0.2], [0.4, 0.3, -0.5], [0.0, -0.6, -0.5], [0.1, 0.1, 0.0], [0.3, 0.2, 0.0]],
  "mulliken_charge": [-0.527, 0.591, -0.429, 0.271, 0.562, 0.387, -0.432, -0.473, -0.298, 0.312, 0.359, 0.484, -0.927, 0.271, -0.634, -0.609, -0.751, -0.668, 0.566, 0.254, -0.563, -0.468, 0.218, -0.368, 0.462, 0.580, -0.378, 0.804, -0.213, 0.358, 0.307, 0.305, 0.274, 0.417, -0.495, 0.427, -0.525, 0.433, 0.272, 0.358, -0.321, -0.668, 0.359, 0.261, 0.291, 0.287, 0.148, -0.508, 0.374, 0.247, 0.389, 0.315, 0.308, 0.046, 0.357, 0.313, -0.614, 0.303, 0.456, 0.330, -0.380, -0.457, -0.413, -0.215, 0.237, -0.289, -0.362, 0.259, 0.338, 0.327, 0.429, 0.371, -0.307, -1.723]
}

{
  "formula": "C2H8N2S2",
  "method": "ωB97M-V/def2-TZVPD",
  "largest_force_ev_per_a": 3.22,
  "energy_ha": -986.7936,
  "e_homo_ev": [0.69, -5.26],
  "s2": 0.7510,
  "spin_multiplicity": 2,
  "total_charge": -1,
  "relative_energy_ev": 2.2468,
  "lumo_energy_ev": [3.29, 3.50],
  "elements": ["H", "N", "H", "H", "H", "N", "H", "H", "H", "S", "H", "C", "C", "S"],
  "positions_angstrom": [[3.616, 0.679, -1.099], [-2.765, 1.625, -0.380], [-1.796, 1.483, -0.606], [-2.896, -0.291, -0.198], [-4.020, 1.201, 2.037], [-3.957, 0.459, 1.308], [5.197, -0.319, -0.900], [1.003, -0.631, 0.106], [-3.973, -0.495, 1.649], [3.551, -1.265, 0.513], [3.537, -0.937, -1.687], [-3.280, 0.601, 0.172], [4.064, -0.350, -0.943], [1.719, -1.761, 0.028]],
  "forces_ev_per_angstrom": [[0.6, -0.9, 0.8], [-1.3, 2.3, 1.9], [0.1, -0.7, -1.5], [0.2, -2.5, -0.3], [0.2, -0.8, -1.4], [-1.8, 0.7, 1.7], [-1.4, -0.1, -0.7], [-0.3, 0.6, 0.3], [-0.2, 0.3, 0.0], [2.1, 1.1, 1.6], [0.9, -0.1, -0.9], [2.8, 0.8, -0.5], [0.2, 0.9, -0.2], [-2.2, -1.5, -0.8]],
  "mulliken_charge": [0.283, -0.703, 0.350, 0.240, 0.274, -0.589, 0.188, 0.167, 0.419, -0.597, 0.286, -0.202, -0.758, -0.359]
}